(1)
The following is a quantum chemistry calculation of C4H7NO in the gas phase, from the Open Molecules 2025 dataset.

Summary:
Structure (SMILES): CC1=N[C@]1(C)O
2S+1: 1
E_LUMO in eV: 0.9392

Last columns: bonded neighbours and bond lengths (Å).
Cartesian coordinates (Å):
1 C 1.48824 -0.87841 -0.35644  C2 1.512, H9 1.089, H10 1.087, H11 1.090
2 C 0.65404 0.30804 0.06953  C1 1.512, C3 1.450, O5 1.394, N6 1.497
3 C -0.72038 0.18951 0.51593  C2 1.450, C4 1.456, N6 1.264
4 C -2.12297 0.07073 0.14549  C3 1.456, H8 1.090, H12 1.088, H13 1.090
5 O 1.04189 1.53125 -0.47404  C2 1.394, H7 0.965
6 N 0.10576 0.32887 1.46201  C2 1.497, C3 1.264
7 H 1.88603 1.79895 -0.09078  O5 0.965
8 H -2.42894 0.99520 -0.34454  C4 1.090
9 H 1.50033 -0.94739 -1.44278  C1 1.089
10 H 1.07698 -1.79441 0.05946  C1 1.087
11 H 2.51303 -0.76415 -0.00323  C1 1.090
12 H -2.74096 -0.09437 1.02577  C4 1.088
13 H -2.25306 -0.74382 -0.56639  C4 1.090

Results of the Löwdin charge analysis, in e, for atoms 1 through 4: number 1, C, carries -0.02; number 2, C, carries -0.54; number 3, C, carries -0.28; number 4, C, carries -0.01

=====

(2)
The following is a quantum chemistry calculation of 2 unconnected molecules or ions with the total composition C5H14, from the Open Molecules 2025 dataset.

Summary:
Structure (SMILES): CCC.CC
2S+1: 1
E_LUMO in eV: 1.1297

Last columns: bonded neighbours and bond lengths (Å).
Cartesian coordinates (Å):
1 C -0.39212 -1.04788 0.90935  C2 1.584, C3 1.507, H4 1.097, H5 1.047
2 C 0.16495 -2.49487 1.23436  C1 1.584, H6 1.117, H7 1.089, H9 1.057
3 C -0.26742 -0.01234 1.99657  C1 1.507, H8 1.115, H10 1.041, H11 1.063
4 H -1.46545 -1.22013 0.76187  C1 1.097
5 H 0.11315 -0.64863 0.08331  C1 1.047
6 H -0.17606 -3.24364 0.47900  C2 1.117
7 H 1.24583 -2.48174 1.36703  C2 1.089
8 H 0.79459 0.22316 2.24182  C3 1.115
9 H -0.11715 -2.87746 2.17890  C2 1.057
10 H -0.62716 -0.31887 2.92415  C3 1.041
11 H -0.75153 0.83847 1.58293  C3 1.063
12 C 0.13280 1.21298 -2.61850  C13 1.548, H14 1.073, H15 1.189, H16 1.099
13 C 0.20781 2.04488 -1.31560  C12 1.548, H17 1.135, H18 1.153, H19 1.122
14 H -0.70145 1.53464 -3.21259  C12 1.073
15 H 1.12201 1.38174 -3.25609  C12 1.189
16 H 0.10079 0.13498 -2.40900  C12 1.099
17 H 1.18640 2.61900 -1.32544  C13 1.135
18 H -0.51626 2.93446 -1.20142  C13 1.153
19 H -0.05371 1.42124 -0.42066  C13 1.122

Results of the Löwdin charge analysis, in e, for atoms 1 through 4: number 1, C, carries -0.30; number 2, C, carries -0.10; number 3, C, carries -0.13; number 4, H, carries 0.10

=====

(3)
The following is a quantum chemistry calculation of C5H14N2 in the gas phase, from the Open Molecules 2025 dataset.

Summary:
Structure (SMILES): NCCCCCN
2S+1: 1
E_LUMO in eV: 1.0271

Last columns: bonded neighbours and bond lengths (Å).
Cartesian coordinates (Å):
1 C 1.85525 0.50595 -0.51918  C2 1.521, N7 1.484, H8 1.100, H9 1.090
2 C 0.90115 0.43584 0.66291  C1 1.521, C3 1.529, H10 1.080, H11 1.098
3 C 0.01646 -0.81069 0.69214  C2 1.529, C4 1.525, H12 1.095, H13 1.085
4 C -1.01984 -0.86902 -0.42557  C3 1.525, C5 1.559, H14 1.090, H15 1.087
5 C -2.03302 0.31512 -0.45021  C4 1.559, N6 1.473, H16 1.088, H17 1.091
6 N -2.10861 1.05010 0.82394  C5 1.473, H18 1.019, H19 1.014
7 N 3.00279 -0.42091 -0.35828  C1 1.484, H20 1.017, H21 1.018
8 H 1.32653 0.28433 -1.45839  C1 1.100
9 H 2.24687 1.50849 -0.69250  C1 1.090
10 H 0.31303 1.34137 0.68636  C2 1.080
11 H 1.50618 0.44200 1.57948  C2 1.098
12 H -0.47664 -0.73757 1.66730  C3 1.095
13 H 0.61795 -1.71354 0.67986  C3 1.085
14 H -0.46196 -0.82899 -1.36136  C4 1.090
15 H -1.64869 -1.75134 -0.34138  C4 1.087
16 H -1.83911 0.96922 -1.29798  C5 1.088
17 H -3.00831 -0.14074 -0.62851  C5 1.091
18 H -2.71388 1.86028 0.70282  N6 1.019
19 H -2.57763 0.45625 1.49868  N6 1.014
20 H 3.44971 -0.53395 -1.26434  N7 1.017
21 H 2.65178 -1.36221 -0.19580  N7 1.018

Results of the Löwdin charge analysis, in e, for atoms 1 through 4: number 1, C, carries -0.29; number 2, C, carries -0.22; number 3, C, carries -0.22; number 4, C, carries -0.19

=====

(4)
The following is a quantum chemistry calculation of 2 unconnected molecules or ions with the total composition C6H15NO, from the Open Molecules 2025 dataset.

Summary:
2S+1: 2
Net charge: -1
E_LUMO (spin up / spin down) in eV: 3.8025 / 3.7484

Last columns: bonded neighbours and bond lengths (Å).
Cartesian coordinates (Å):
1 C 2.17870 0.92572 -0.33829  C2 1.491, H5 1.095, H6 1.101, H7 1.106
2 C 1.64406 0.18271 -1.51585  C1 1.491, C3 1.410, N4 1.433
3 C 1.65220 0.66714 -2.83980  C2 1.410, H8 1.082, H9 1.083
4 N 1.05734 -1.09706 -1.25024  C2 1.433, H11 1.031, H12 1.022
5 H 2.74097 1.79907 -0.68583  C1 1.095
6 H 1.40012 1.29639 0.34686  C1 1.101
7 H 2.84700 0.30948 0.29198  C1 1.106
8 H 1.24166 0.07313 -3.64498  C3 1.082
9 H 2.06760 1.64075 -3.06741  C3 1.083
10 H 0.60861 -1.25872 0.13874  O14 1.069
11 H 1.69468 -1.89242 -1.40328  N4 1.031
12 H 0.24265 -1.23431 -1.85185  N4 1.022
13 C -1.02994 -1.16876 1.31205  O14 1.379, C15 1.529, H17 1.103, H18 1.106
14 O 0.31544 -1.42507 1.15363  H10 1.069, C13 1.379
15 C -1.36761 0.32232 1.30920  C13 1.529, C16 1.522, H19 1.094, H20 1.093
16 C -2.82628 0.58839 1.65240  C15 1.522, H21 1.091, H22 1.086, H23 1.089
17 H -1.37834 -1.60796 2.26228  C13 1.103
18 H -1.63641 -1.64757 0.52124  C13 1.106
19 H -1.12195 0.74446 0.32984  C15 1.094
20 H -0.71412 0.82596 2.02598  C15 1.093
21 H -3.05537 1.65455 1.68634  C16 1.091
22 H -3.06460 0.18418 2.63231  C16 1.086
23 H -3.49640 0.11763 0.93464  C16 1.089

Results of the Löwdin charge analysis, in e, for atoms 1 through 4: number 1, C, carries -0.13; number 2, C, carries -0.56; number 3, C, carries -0.11; number 4, N, carries -0.01

=====

(5)
The following is a quantum chemistry calculation of C3H8NOP in the gas phase, from the Open Molecules 2025 dataset.

Summary:
Structure (SMILES): CC/C=N\PO
2S+1: 1
E_LUMO in eV: 0.8502

Last columns: bonded neighbours and bond lengths (Å).
Cartesian coordinates (Å):
1 C -1.28970 -0.36580 0.19646  C2 1.529, N4 1.296, H7 1.034
2 C -0.13562 -1.34079 -0.03775  C1 1.529, C3 1.526, H8 1.064, H9 1.082
3 C 1.17032 -0.55441 0.02084  C2 1.526, H10 1.079, H11 1.102, H12 1.076
4 N -1.44272 0.91537 0.31469  C1 1.296, P6 1.684
5 O -1.52715 3.36383 0.12637  P6 1.646, H13 0.926
6 P -0.37580 2.19041 0.04577  N4 1.684, O5 1.646, H14 1.356
7 H -2.13378 -0.95070 0.31638  C1 1.034
8 H -0.10234 -1.96369 -0.89973  C2 1.064
9 H -0.30992 -2.14270 0.66749  C2 1.082
10 H 1.35850 0.20329 -0.72403  C3 1.079
11 H 1.98910 -1.28967 0.07641  C3 1.102
12 H 1.12868 0.14650 0.83648  C3 1.076
13 H -2.19852 3.09281 0.70409  O5 0.926
14 H -0.35172 2.21109 -1.30948  P6 1.356

Results of the Löwdin charge analysis, in e, for atoms 1 through 4: number 1, C, carries -0.21; number 2, C, carries -0.21; number 3, C, carries -0.15; number 4, N, carries -0.17

=====

(6)
The following is a quantum chemistry calculation of 2 unconnected molecules or ions with the total composition C2HN2O2, from the Open Molecules 2025 dataset.

Summary:
2S+1: 1
Net charge: -1
E_LUMO in eV: 4.4973

Last columns: bonded neighbours and bond lengths (Å).
Cartesian coordinates (Å):
1 C -2.50929 0.27393 -0.09453  O5 1.201, O6 1.215
2 C -0.65256 1.35619 -0.42062  N3 1.495, N4 1.346, H7 1.109
3 N 0.48007 1.35213 0.55489  C2 1.495, N4 1.233
4 N 0.62275 0.96644 -0.60698  C2 1.346, N3 1.233
5 O -3.22523 0.34619 -1.05576  C1 1.201
6 O -2.33232 -0.26019 0.98198  C1 1.215
7 H -1.04681 2.33005 -0.77671  C2 1.109

Results of the Löwdin charge analysis, in e, for atoms 1 through 4: number 1, C, carries -0.61; number 2, C, carries -0.33; number 3, N, carries 0.02; number 4, N, carries -0.06

=====

Maximum force values (in eV/Å) by entry order: 1.59; 3.37; 1.04; 0.90; 3.30; 6.16.
Energy above the lowest of the compared OMol25 structures with the same formula, charge and spin values (in eV) by entry order: 2.181; 0.984; 0.768; 1.363; 1.205; 3.082.